Computed, not measured: a 3-piece molecular cluster, C34H75BrO12P3S overall in a non-equilibrium geometry, with wB97M-V/def2-TZVPD.

Last columns: bonded neighbours and bond lengths (Å).
Positions of all 126 atoms, in Å:
1 C -4.57 0.92 3.02  C2 1.667, H30 1.179, H31 1.174, H32 1.178
2 C -5.12 2.48 3.21  C1 1.667, C3 1.651, H33 1.170, H34 1.193
3 C -4.75 3.34 1.85  C2 1.651, C4 1.639, H35 1.194, H36 1.172
4 C -3.52 4.41 2.05  C3 1.639, C5 1.639, H37 1.194, H38 1.171
5 C -2.80 4.91 0.67  C4 1.639, C6 1.638, H39 1.194, H40 1.172
6 C -3.81 5.25 -0.57  C5 1.638, C7 1.647, H41 1.170, H42 1.193
7 C -3.10 5.30 -2.06  C6 1.647, C8 1.639, H43 1.191, H44 1.194
8 C -2.10 4.04 -2.37  C7 1.639, C9 1.672, H45 1.178, H46 1.175
9 C -2.64 3.26 -3.75  C8 1.672, C10 1.643, H47 1.179, H48 1.174
10 C -1.83 1.83 -3.79  C9 1.643, C11 1.658, H49 1.173, H50 1.193
11 C -2.61 0.58 -3.03  C10 1.658, C12 1.650, H51 1.186, H52 1.193
12 C -2.15 -0.91 -3.57  C11 1.650, P13 1.913, H53 1.194, H54 1.188
13 P -0.66 -1.66 -2.64  C12 1.913, C14 1.946, O18 1.776, O29 1.776, H55 1.446, H56 1.465
14 C -1.66 -3.04 -1.71  P13 1.946, C15 1.639, H57 1.170, H58 1.190
15 C -1.30 -4.56 -2.21  C14 1.639, C16 1.669, H59 1.176, H60 1.190
16 C -0.89 -5.42 -0.84  C15 1.669, S17 1.910, H61 1.183, H62 1.193
17 S -2.41 -5.48 0.33  C16 1.910, H63 1.428
18 O 0.72 -2.55 -1.97  P13 1.776, C19 1.501
19 C 2.04 -1.91 -2.29  O18 1.501, C20 1.642, C24 1.646, H64 1.185
20 C 3.26 -2.27 -1.25  C19 1.642, C21 1.642, H65 1.193, H66 1.178
21 C 2.95 -1.94 0.32  C20 1.642, O22 1.360, Br23 2.001
22 O 3.91 -1.27 1.02  C21 1.360
23 Br 1.31 -2.45 1.35  C21 2.001
24 C 1.61 -0.34 -2.53  C19 1.646, C25 1.640, O29 1.501, H67 1.176
25 C 2.74 0.77 -2.94  C24 1.640, C26 1.657, H68 1.178, H69 1.192
26 C 3.60 1.36 -1.66  C25 1.657, C27 1.644, O28 1.474, H70 1.182
27 C 5.21 1.47 -2.00  C26 1.644, H71 1.180, H72 1.170, H73 1.187
28 O 3.09 2.64 -1.14  C26 1.474, H74 1.022
29 O 0.40 -0.47 -3.42  P13 1.776, C24 1.501
30 H -5.42 0.15 3.31  C1 1.179
31 H -3.62 0.80 3.69  C1 1.174
32 H -4.27 0.68 1.91  C1 1.178
33 H -4.68 2.96 4.18  C2 1.170
34 H -6.31 2.41 3.27  C2 1.193
35 H -5.72 3.98 1.60  C3 1.194
36 H -4.53 2.65 0.92  C3 1.172
37 H -2.68 3.83 2.67  C4 1.194
38 H -3.84 5.32 2.71  C4 1.171
39 H -2.25 5.94 0.94  C5 1.194
40 H -1.94 4.15 0.42  C5 1.172
41 H -4.75 4.55 -0.66  C6 1.170
42 H -4.23 6.35 -0.38  C6 1.193
43 H -2.61 6.36 -2.24  C7 1.191
44 H -3.98 5.23 -2.86  C7 1.194
45 H -1.04 4.49 -2.64  C8 1.178
46 H -2.06 3.21 -1.54  C8 1.175
47 H -3.80 3.04 -3.69  C9 1.179
48 H -2.34 3.86 -4.71  C9 1.174
49 H -1.54 1.49 -4.88  C10 1.173
50 H -0.81 1.97 -3.19  C10 1.193
51 H -2.59 0.68 -1.85  C11 1.186
52 H -3.76 0.70 -3.33  C11 1.193
53 H -3.11 -1.62 -3.51  C12 1.194
54 H -1.94 -0.78 -4.73  C12 1.188
55 H -0.42 -2.51 -3.78  P13 1.446
56 H -0.86 -0.79 -1.48  P13 1.465
57 H -2.82 -2.86 -1.74  C14 1.170
58 H -1.32 -2.94 -0.57  C14 1.190
59 H -0.46 -4.62 -3.03  C15 1.176
60 H -2.28 -5.02 -2.70  C15 1.190
61 H -0.02 -4.91 -0.22  C16 1.183
62 H -0.64 -6.56 -1.09  C16 1.193
63 H -2.11 -4.68 1.47  S17 1.428
64 H 2.28 -2.27 -3.39  C19 1.185
65 H 3.42 -3.45 -1.32  C20 1.193
66 H 4.27 -1.80 -1.63  C20 1.178
67 H 1.16 0.04 -1.51  C24 1.176
68 H 3.45 0.41 -3.82  C25 1.178
69 H 2.15 1.70 -3.38  C25 1.192
70 H 3.49 0.56 -0.79  C26 1.182
71 H 5.80 0.69 -1.34  C27 1.180
72 H 5.38 1.30 -3.15  C27 1.170
73 H 5.55 2.57 -1.71  C27 1.187
74 H 2.43 2.44 -0.38  O28 1.022
75 O 10.92 3.27 -1.82  P76 1.548
76 P 10.88 2.52 -0.47  O75 1.548, O77 1.669, O80 1.664, O83 1.730
77 O 10.58 3.91 0.41  P76 1.669, C78 1.423
78 C 9.61 4.85 -0.02  O77 1.423, C79 1.516, H86 1.092, H87 1.095
79 C 8.24 4.55 0.57  C78 1.516, H88 1.092, H89 1.093, H90 1.095
80 O 12.53 2.49 -0.24  P76 1.664, C81 1.418
81 C 13.42 2.65 -1.33  O80 1.418, C82 1.518, H91 1.095, H92 1.096
82 C 13.78 4.11 -1.52  C81 1.518, H93 1.091, H94 1.097, H95 1.096
83 O 10.83 1.69 1.05  P76 1.730, C84 1.410
84 C 9.71 1.71 1.90  O83 1.410, C85 1.512, H96 1.089, H97 1.096
85 C 8.56 0.90 1.33  C84 1.512, H98 1.093, H99 1.095, H100 1.095
86 H 9.54 4.91 -1.11  C78 1.092
87 H 9.94 5.83 0.33  C78 1.095
88 H 7.89 3.56 0.26  C79 1.092
89 H 7.51 5.29 0.24  C79 1.093
90 H 8.28 4.56 1.66  C79 1.095
91 H 13.01 2.21 -2.25  C81 1.095
92 H 14.33 2.08 -1.10  C81 1.096
93 H 12.90 4.75 -1.61  C82 1.091
94 H 14.40 4.24 -2.42  C82 1.097
95 H 14.35 4.48 -0.66  C82 1.096
96 H 9.41 2.73 2.14  C84 1.089
97 H 10.02 1.26 2.85  C84 1.096
98 H 8.30 1.23 0.33  C85 1.093
99 H 7.68 0.99 1.98  C85 1.095
100 H 8.84 -0.16 1.27  C85 1.095
101 O -8.96 -3.99 1.81  P102 1.548
102 P -7.69 -4.26 2.64  O101 1.548, O103 1.669, O106 1.664, O109 1.730
103 O -8.42 -5.42 3.60  P102 1.669, C104 1.423
104 C -9.23 -6.44 3.01  O103 1.423, C105 1.516, H112 1.092, H113 1.095
105 C -8.42 -7.67 2.66  C104 1.516, H114 1.092, H115 1.093, H116 1.095
106 O -7.90 -2.98 3.69  P102 1.664, C107 1.418
107 C -8.72 -1.88 3.34  O106 1.418, C108 1.518, H117 1.095, H118 1.096
108 C -10.14 -2.11 3.81  C107 1.518, H119 1.091, H120 1.097, H121 1.096
109 O -6.27 -4.56 3.58  P102 1.730, C110 1.410
110 C -5.66 -5.83 3.66  O109 1.410, C111 1.512, H122 1.089, H123 1.096
111 C -4.98 -6.22 2.37  C110 1.512, H124 1.093, H125 1.095, H126 1.095
112 H -9.77 -6.08 2.13  C104 1.092
113 H -9.99 -6.71 3.76  C104 1.095
114 H -7.64 -7.43 1.94  C105 1.092
115 H -9.06 -8.45 2.24  C105 1.093
116 H -7.94 -8.08 3.55  C105 1.095
117 H -8.67 -1.68 2.27  C107 1.095
118 H -8.31 -1.00 3.85  C107 1.096
119 H -10.55 -3.05 3.46  C108 1.091
120 H -10.80 -1.30 3.47  C108 1.097
121 H -10.19 -2.14 4.91  C108 1.096
122 H -6.36 -6.59 3.99  C110 1.089
123 H -4.90 -5.77 4.45  C110 1.096
124 H -5.67 -6.17 1.52  C111 1.093
125 H -4.58 -7.24 2.44  C111 1.095
126 H -4.15 -5.54 2.15  C111 1.095

Properties
E ... -169776.333 eV
Highest occupied orbital energy ... -4.85 eV
2S+1 ... 1
Kohn-Sham gap ... 4.40 eV
Charge ... -1